[1]
The following is a DFT calculation (ωB97M-V with the def2-TZVPD basis set) of a structure of composition C41H51N6O5PReSi.

The geometry in XYZ format:
```
106
Properties=species:S:1:pos:R:3:lowdin_spin:R:1
Re 0.69 0.50 0.00 1.76
O -1.06 2.35 3.98 0.01
C -1.35 3.56 3.50 0.00
C -2.06 4.49 4.28 0.00
C -2.41 5.73 3.80 0.00
C -1.96 6.07 2.51 0.00
C -1.23 5.22 1.74 0.00
C -0.98 3.91 2.21 0.00
C -0.37 2.93 1.33 0.00
O -0.28 1.64 1.68 0.09
N 0.08 3.34 0.14 0.04
N 0.62 2.33 -0.58 0.03
C 0.93 2.63 -1.89 -0.04
C 1.65 1.59 -2.46 0.03
C 2.26 1.53 -3.71 -0.02
C 3.30 0.65 -3.89 0.04
C 3.77 -0.18 -2.83 -0.02
C 3.03 -0.20 -1.67 0.04
N 1.90 0.56 -1.53 0.03
H -0.71 1.88 3.13 0.00
H -2.36 4.14 5.29 0.00
H -2.97 6.40 4.45 0.00
H -2.16 7.05 2.08 0.00
H -0.78 5.53 0.81 0.00
H 0.77 3.63 -2.29 0.00
H 1.97 2.19 -4.51 0.00
H 3.80 0.63 -4.86 0.00
H 4.70 -0.75 -2.93 0.00
H 3.29 -0.82 -0.81 0.00
C 3.28 2.94 2.98 0.01
Si 3.55 1.85 1.44 0.03
C 5.32 1.08 1.45 0.01
C 3.66 3.04 -0.09 0.00
N 2.23 0.55 1.34 0.38
C 2.20 -0.28 2.45 0.07
C 3.14 -0.13 3.51 0.08
C 3.15 -1.02 4.58 0.00
C 2.29 -2.13 4.61 0.16
C 1.35 -2.28 3.61 -0.02
C 1.24 -1.36 2.55 0.14
O 0.25 -1.52 1.59 0.07
C -0.93 -2.19 1.92 0.00
C -1.95 -1.53 2.55 0.00
C -3.16 -2.21 2.80 0.00
C -3.29 -3.59 2.55 0.00
C -2.20 -4.25 1.97 0.00
C -1.02 -3.56 1.66 0.00
H 4.14 2.83 3.69 0.00
H 2.39 2.64 3.59 0.00
H 3.21 4.00 2.69 0.00
H 6.07 1.68 2.02 0.00
H 5.69 1.04 0.39 0.00
H 5.34 0.03 1.83 0.00
H 4.57 3.70 0.07 0.00
H 2.82 3.71 -0.23 0.00
H 3.86 2.51 -1.02 0.00
H 3.87 0.67 3.50 0.00
H 3.84 -0.81 5.41 0.00
H 2.31 -2.86 5.44 0.01
H 0.72 -3.15 3.62 0.00
H -1.84 -0.48 2.81 0.00
H -3.97 -1.62 3.21 0.00
H -4.18 -4.10 2.87 0.00
H -2.24 -5.31 1.74 0.00
H -0.19 -4.10 1.22 0.00
C -3.47 2.21 0.09 0.00
C -3.22 0.68 -0.02 0.00
P -1.77 0.14 -0.99 0.01
C -2.16 -1.59 -1.51 0.00
C -3.61 -2.05 -1.59 0.00
C -1.96 1.16 -2.53 0.01
C -3.29 1.07 -3.28 0.00
H -4.47 2.48 -0.33 0.00
H -2.72 2.77 -0.44 0.00
H -3.45 2.50 1.12 0.00
H -4.09 0.18 -0.50 0.00
H -3.15 0.20 0.96 0.00
H -1.60 -2.28 -0.85 0.00
H -1.70 -1.70 -2.51 0.00
H -4.07 -2.10 -0.59 0.00
H -3.67 -3.08 -2.01 0.00
H -4.25 -1.42 -2.24 0.00
H -1.11 0.91 -3.20 0.00
H -1.78 2.22 -2.29 0.00
H -3.53 0.05 -3.64 0.00
H -3.19 1.73 -4.16 0.00
H -4.13 1.40 -2.67 0.00
O -2.98 -2.27 -5.09 0.00
C -1.89 -3.07 -5.56 0.00
N -0.82 -2.96 -4.59 0.00
C -0.50 -4.06 -3.83 0.00
O -0.95 -5.18 -4.02 0.00
C 0.48 -3.85 -2.71 0.00
C 1.08 -4.98 -2.14 0.00
C 1.80 -4.82 -0.98 0.00
C 2.01 -3.53 -0.47 0.00
N 1.47 -2.47 -1.03 0.02
C 0.79 -2.61 -2.15 0.00
H -3.77 -2.46 -5.66 0.00
H -1.55 -2.68 -6.55 0.00
H -2.06 -4.16 -5.66 0.00
H -0.45 -2.05 -4.41 0.00
H 0.90 -5.97 -2.57 0.00
H 2.17 -5.66 -0.41 0.00
H 2.61 -3.32 0.39 0.00
H 0.50 -1.68 -2.67 0.00
```

The value obtained for the energy above the lowest of the compared OMol25 structures with the same formula, charge and spin is 0.00 kJ/mol. The value obtained for the HOMO-LUMO gap (alpha / beta) is 6.3 / 4.6 eV. For the HOMO energy (alpha / beta), the calculation gives -12.776 / -12.801 eV. The expectation value of S² is 3.84. For the total energy, the calculation gives -3006.30723 Eh. Its total charge is +2. As for the multiplicity: 4.


[2]
The following is a DFT calculation (ωB97M-V with the def2-TZVPD basis set) of a structure of composition C41H52AsBBaF2GeN3O5S.

The geometry in XYZ format:
```
108
Properties=species:S:1:pos:R:3:mulliken_charge:R:1
Ba -0.64 -0.10 0.08 1.16
C -3.00 2.92 -3.15 -2.04
C -2.33 1.59 -2.83 1.29
C -0.85 1.65 -3.18 -0.67
C -3.01 0.46 -3.59 -1.78
O -2.47 1.26 -1.44 -0.11
Ge -2.39 2.52 -0.07 -0.77
O -2.64 1.06 1.12 1.13
C -3.80 0.96 1.97 1.15
C -4.33 2.32 2.38 -1.90
C -3.38 0.18 3.21 -1.19
C -4.87 0.19 1.20 -1.36
O -0.46 2.35 0.01 1.28
C 0.31 3.31 0.76 1.46
C 1.60 2.63 1.23 -1.09
C 0.63 4.46 -0.18 -1.65
C -0.46 3.81 1.97 -1.98
H -3.00 3.08 -4.23 0.47
H -4.03 2.92 -2.80 0.41
H -2.48 3.76 -2.69 0.42
H -0.71 1.91 -4.24 0.59
H -0.33 2.38 -2.56 0.04
H -0.38 0.67 -3.03 0.02
H -2.89 0.59 -4.67 0.37
H -2.57 -0.50 -3.31 0.22
H -4.07 0.43 -3.35 0.46
H -3.54 2.93 2.82 0.31
H -4.76 2.88 1.55 0.42
H -5.12 2.19 3.13 0.48
H -2.64 0.74 3.77 0.14
H -4.26 -0.01 3.84 0.47
H -2.95 -0.78 2.94 0.05
H -5.09 0.69 0.25 0.24
H -4.53 -0.82 0.96 0.08
H -5.80 0.12 1.77 0.42
H 2.21 2.34 0.37 -0.14
H 2.17 3.34 1.83 0.54
H 1.40 1.74 1.83 0.04
H 1.19 4.10 -1.05 0.12
H -0.28 4.94 -0.54 0.33
H 1.24 5.22 0.32 0.42
H -0.79 2.98 2.59 0.16
H 0.20 4.45 2.58 0.56
H -1.32 4.41 1.69 0.44
S 2.39 -1.10 1.40 0.04
C 3.83 -1.27 0.40 -0.32
C 4.96 -1.92 0.91 -0.81
C 6.11 -2.11 0.17 -0.48
C 6.18 -1.64 -1.15 -0.89
C 5.09 -0.99 -1.68 -0.10
C 3.94 -0.79 -0.92 -0.38
As 2.42 0.12 -1.68 1.19
C 3.24 1.77 -2.33 0.24
C 4.38 2.29 -1.75 -0.52
C 4.86 3.54 -2.13 -0.71
C 4.19 4.28 -3.09 -0.64
C 3.04 3.77 -3.68 -0.91
C 2.56 2.52 -3.29 -0.46
C 2.34 -0.92 -3.36 0.48
C 2.76 -0.49 -4.61 0.08
C 2.68 -1.34 -5.71 -0.70
C 2.16 -2.62 -5.57 -0.51
C 1.74 -3.05 -4.32 -0.65
C 1.82 -2.21 -3.23 -1.06
H 4.91 -2.30 1.93 0.42
H 6.95 -2.62 0.61 0.34
H 7.08 -1.80 -1.74 0.38
H 5.12 -0.62 -2.70 0.38
H 4.91 1.72 -0.99 0.43
H 5.75 3.94 -1.66 0.41
H 4.56 5.26 -3.38 0.38
H 2.51 4.34 -4.43 0.40
H 1.66 2.14 -3.74 0.54
H 3.18 0.50 -4.73 0.36
H 3.01 -0.99 -6.68 0.40
H 2.09 -3.27 -6.43 0.36
H 1.33 -4.05 -4.20 0.44
H 1.48 -2.57 -2.26 0.40
O -0.27 0.64 3.28 -0.14
N 0.25 0.18 4.36 0.29
C 0.10 0.87 5.51 -0.08
C 0.63 0.40 6.70 -0.92
C 1.32 -0.80 6.72 -0.15
C 1.45 -1.50 5.53 -1.28
C 0.91 -1.00 4.36 -0.10
H -0.44 1.80 5.40 0.51
H 0.49 0.99 7.59 0.38
H 1.74 -1.18 7.64 0.40
H 1.98 -2.43 5.47 0.49
H 0.99 -1.48 3.40 0.64
N -4.11 -4.87 -0.77 -0.18
C -4.27 -5.40 0.46 0.11
O -5.14 -6.22 0.73 -0.70
C -3.31 -4.94 1.52 0.25
C -2.97 -5.81 2.54 -0.41
C -2.07 -5.38 3.50 -0.79
C -1.56 -4.09 3.41 -0.15
N -1.89 -3.23 2.45 0.12
C -2.75 -3.67 1.53 -0.21
H -4.76 -5.17 -1.47 0.20
H -3.35 -4.26 -1.04 0.23
H -3.41 -6.80 2.56 0.47
H -1.76 -6.03 4.31 0.40
H -0.85 -3.73 4.15 0.30
H -3.02 -2.95 0.76 0.39
F -0.64 -3.98 -0.78 -0.12
B -1.12 -2.75 -1.08 -0.07
F -2.19 -2.98 -1.97 -0.40
```

The value obtained for the energy above the lowest of the compared OMol25 structures with the same formula, charge and spin is 71.77 kJ/mol. The value obtained for the HOMO-LUMO gap is 6.4 eV. For the HOMO energy, the calculation gives -4.215 eV. For the total energy, the calculation gives -7095.21632 Eh. Its total charge is -1. As for the multiplicity: 1.


[3]
The following is a DFT calculation (ωB97M-V with the def2-TZVPD basis set) of a structure of composition C41H52BN6O5S3TeW.

The geometry in XYZ format:
```
110
Properties=species:S:1:pos:R:3:lowdin_spin:R:1
W -0.30 0.61 -2.03 0.87
C 3.16 3.19 0.60 0.00
C 2.57 1.84 0.79 0.01
C 3.29 0.78 1.34 0.00
C 2.71 -0.50 1.41 0.01
N 1.48 -0.71 1.00 0.00
N 0.77 0.29 0.51 0.01
B -0.67 0.03 0.14 0.00
N -1.01 -1.45 0.24 0.00
N -1.15 -1.83 1.51 0.00
C -1.34 -3.09 1.82 0.00
C -1.29 -4.07 0.82 0.00
C -1.24 -3.69 -0.51 0.00
C -1.24 -4.69 -1.61 0.00
C -1.18 -2.31 -0.80 0.00
S -1.42 -1.70 -2.41 0.00
C -1.66 -3.34 3.28 0.00
C -2.92 -2.52 3.59 0.00
C -1.91 -4.82 3.58 0.00
C -0.50 -2.83 4.15 0.00
N -1.66 0.85 0.99 0.01
N -1.51 1.07 2.30 0.00
C -2.44 1.70 2.96 0.00
C -3.59 2.22 2.31 0.00
C -3.80 1.96 0.97 0.00
C -4.97 2.42 0.18 0.00
C -2.79 1.23 0.33 0.00
S -2.85 0.71 -1.30 0.06
C -2.31 1.85 4.47 0.00
C -3.55 1.23 5.13 0.00
C -1.07 1.10 4.97 0.00
C -2.21 3.33 4.85 0.00
C 1.27 1.55 0.35 0.01
S 0.19 2.65 -0.44 0.00
C 3.41 -1.71 2.00 0.00
C 4.79 -1.91 1.35 0.00
C 2.57 -2.96 1.77 0.00
C 3.58 -1.48 3.51 0.00
H 4.05 3.31 1.20 0.00
H 2.43 3.96 0.84 0.00
H 3.43 3.32 -0.45 0.00
H 4.29 0.95 1.69 0.00
H -1.31 -5.12 1.07 0.00
H -1.35 -5.70 -1.21 0.00
H -0.28 -4.64 -2.13 0.00
H -2.03 -4.50 -2.34 0.00
H -3.76 -2.85 2.97 0.00
H -2.73 -1.47 3.40 0.00
H -3.20 -2.65 4.63 0.00
H -2.74 -5.20 2.99 0.00
H -2.17 -4.93 4.62 0.00
H -1.03 -5.42 3.38 0.00
H -0.24 -1.82 3.85 0.00
H 0.37 -3.46 4.04 0.00
H -0.80 -2.82 5.19 0.00
H -4.32 2.79 2.86 0.00
H -5.69 2.93 0.81 0.00
H -5.44 1.59 -0.33 0.00
H -4.63 3.11 -0.60 0.00
H -3.68 0.20 4.83 0.00
H -4.46 1.77 4.87 0.00
H -3.44 1.26 6.21 0.00
H -1.14 0.05 4.71 0.00
H -1.01 1.19 6.05 0.00
H -0.17 1.51 4.53 0.00
H -3.09 3.89 4.55 0.00
H -1.34 3.79 4.40 0.00
H -2.11 3.41 5.93 0.00
H 4.69 -2.00 0.27 0.00
H 5.22 -2.83 1.73 0.00
H 5.47 -1.10 1.58 0.00
H 2.46 -3.14 0.70 0.00
H 1.58 -2.84 2.20 0.00
H 3.05 -3.82 2.22 0.00
H 4.21 -0.62 3.72 0.00
H 4.04 -2.36 3.96 0.00
H 2.61 -1.33 3.98 0.00
O 2.33 -2.60 -1.80 0.02
C 1.93 -1.64 -2.40 0.01
O 1.06 -0.77 -1.90 0.03
C 2.28 -1.33 -3.86 0.00
C 0.98 -1.55 -4.68 0.00
C 1.30 -1.60 -6.17 0.00
C 1.64 -0.13 -6.46 0.00
C 1.38 0.51 -5.09 0.01
O 0.31 -0.28 -4.51 0.04
C 2.53 0.18 -4.12 0.00
C 2.32 0.94 -2.81 0.00
O 3.13 0.95 -1.91 0.00
O 1.19 1.58 -2.75 0.03
H 3.10 -1.97 -4.18 0.00
H 0.35 -2.36 -4.31 0.00
H 0.41 -1.92 -6.72 0.00
H 2.11 -2.29 -6.39 0.00
H 0.99 0.31 -7.21 0.00
H 2.67 0.01 -6.76 0.00
H 1.09 1.55 -5.15 0.00
H 3.53 0.38 -4.52 0.00
Te -1.66 2.19 -3.65 0.71
C -0.65 3.86 -4.68 0.07
C 0.72 4.05 -4.67 0.03
C 1.29 5.12 -5.33 0.00
C 0.48 6.04 -5.99 0.03
C -0.89 5.87 -5.98 0.00
C -1.46 4.78 -5.34 0.03
H 1.35 3.37 -4.11 0.00
H 2.36 5.24 -5.33 0.00
H 0.93 6.88 -6.49 0.00
H -1.53 6.58 -6.48 0.00
H -2.53 4.63 -5.33 0.00
```

The value obtained for the energy above the lowest of the compared OMol25 structures with the same formula, charge and spin is 115.71 kJ/mol. The value obtained for the HOMO-LUMO gap (alpha / beta) is 7.0 / 5.1 eV. For the HOMO energy (alpha / beta), the calculation gives -9.974 / -10.150 eV. The expectation value of S² is 2.01. For the total energy, the calculation gives -3852.69586 Eh. Its total charge is +1. As for the multiplicity: 3.


[4]
The following is a DFT calculation (ωB97M-V with the def2-TZVPD basis set) of a structure of composition C41H54AsBr3N5O8PSTi.

The geometry in XYZ format:
```
115
Properties=species:S:1:pos:R:3:lowdin_spin:R:1
Ti 0.15 0.83 0.72 0.95
Br -0.21 -2.65 2.40 0.01
C -1.84 -1.69 2.48 0.04
C -2.70 -1.93 3.54 0.06
C -3.91 -1.26 3.58 0.08
Br -5.02 -1.54 5.12 0.01
C -4.35 -0.39 2.56 0.02
C -5.58 0.31 2.56 0.21
C -5.90 1.10 1.43 0.09
C -5.02 1.15 0.37 0.09
N -3.83 0.52 0.34 0.18
C -3.47 -0.21 1.44 0.02
C -2.16 -0.78 1.46 0.08
O -1.26 -0.44 0.53 0.01
H -2.42 -2.62 4.32 0.00
H -6.25 0.23 3.40 0.02
H -6.84 1.64 1.38 0.00
H -5.27 1.73 -0.52 0.01
C -1.90 8.13 -1.18 0.00
C -1.08 6.88 -0.98 0.00
C -0.51 6.59 0.25 0.00
C 0.23 5.43 0.44 0.00
C 0.40 4.56 -0.62 0.00
C -0.17 4.83 -1.86 0.00
C -0.90 5.99 -2.03 0.00
S 1.38 3.09 -0.40 0.00
O 1.27 2.81 1.05 0.00
O 2.69 3.40 -0.89 0.00
N 0.63 1.91 -1.11 0.01
C 1.43 1.09 -2.01 0.00
C 2.12 -0.06 -1.27 0.00
O 2.98 -0.71 -1.86 0.00
O 1.74 -0.25 -0.05 0.01
H -2.02 8.68 -0.25 0.00
H -2.89 7.89 -1.57 0.00
H -1.42 8.80 -1.90 0.00
H -0.66 7.27 1.08 0.00
H 0.65 5.19 1.40 0.00
H -0.07 4.10 -2.65 0.00
H -1.37 6.18 -2.99 0.00
H 2.20 1.67 -2.52 0.00
H 0.77 0.65 -2.76 0.00
C -3.69 3.61 3.95 0.00
N -2.93 3.39 2.74 0.00
C -3.27 3.91 1.44 0.00
C -2.35 3.09 0.53 0.00
O -2.29 3.21 -0.67 0.00
N -1.62 2.23 1.33 0.01
C -2.02 2.41 2.58 0.01
N -1.67 1.64 3.65 0.00
H -3.15 4.25 4.65 0.00
H -3.90 2.65 4.43 0.00
H -4.63 4.09 3.68 0.00
H -3.07 4.97 1.32 0.00
H -4.30 3.67 1.18 0.00
H -1.25 0.78 3.31 0.00
H -0.96 2.07 4.24 0.00
Br 6.30 -2.66 5.14 0.00
C 4.78 -1.60 4.68 0.00
C 4.30 -0.68 5.60 0.00
C 3.21 0.09 5.26 0.00
C 2.60 -0.05 4.02 0.00
C 3.09 -0.98 3.11 0.00
C 4.20 -1.76 3.44 0.00
C 1.41 0.79 3.66 0.00
O 1.09 1.72 4.40 0.00
O 0.80 0.42 2.61 0.03
H 4.78 -0.59 6.57 0.00
H 2.81 0.83 5.95 0.00
H 2.60 -1.09 2.15 0.00
H 4.59 -2.47 2.73 0.00
C 3.15 -5.42 -0.35 0.00
As 2.77 -3.56 -0.95 0.00
C 4.41 -2.76 -0.21 0.00
C 3.48 -3.84 -2.77 0.00
H 4.17 -5.71 -0.58 0.00
H 2.46 -6.10 -0.84 0.00
H 2.99 -5.49 0.73 0.00
H 4.92 -2.24 -1.01 0.00
H 5.06 -3.52 0.23 0.00
H 4.14 -2.01 0.54 0.00
H 4.49 -4.25 -2.74 0.00
H 3.48 -2.87 -3.27 0.00
H 2.82 -4.52 -3.32 0.00
C -2.12 -2.76 -4.87 0.00
C -1.15 -1.74 -4.28 0.00
C 0.23 -2.38 -4.09 0.00
P -1.60 -0.84 -2.70 0.00
C -2.76 0.51 -3.25 0.00
C -3.70 0.24 -4.42 0.00
C -1.92 1.76 -3.53 0.00
C -2.68 -1.94 -1.67 0.00
C -1.88 -3.16 -1.21 0.00
C -4.09 -2.32 -2.11 0.00
H -1.71 -3.17 -5.80 0.00
H -3.10 -2.33 -5.09 0.00
H -2.27 -3.60 -4.19 0.00
H -1.04 -0.92 -5.00 0.00
H 0.18 -3.20 -3.37 0.00
H 0.96 -1.67 -3.70 0.00
H 0.60 -2.79 -5.04 0.00
H -3.34 0.71 -2.33 0.00
H -3.14 0.10 -5.34 0.00
H -4.37 1.10 -4.57 0.00
H -4.32 -0.64 -4.27 0.00
H -1.22 1.58 -4.36 0.00
H -1.35 2.05 -2.65 0.00
H -2.56 2.60 -3.81 0.00
H -2.80 -1.29 -0.80 0.00
H -1.78 -3.91 -2.00 0.00
H -2.38 -3.64 -0.36 0.00
H -0.87 -2.88 -0.88 0.00
H -4.11 -2.93 -3.02 0.00
H -4.71 -1.44 -2.27 0.00
H -4.57 -2.90 -1.32 0.00
```

The value obtained for the energy above the lowest of the compared OMol25 structures with the same formula, charge and spin is 24.38 kJ/mol. The value obtained for the HOMO-LUMO gap (alpha / beta) is 3.4 / 6.0 eV. For the HOMO energy (alpha / beta), the calculation gives 0.253 / -2.329 eV. The expectation value of S² is 2.02. For the total energy, the calculation gives -14017.56101 Eh. Its total charge is -2. As for the multiplicity: 3.


total energy of number 2 (C41H52AsBBaF2GeN3O5S)? -7095.21632 Eh